1.
A cluster of 10 separate species, C47H110N3O10 in total, computed with ωB97M-V/def2-TZVPD.

Structure (XYZ):
```
170
Properties=species:S:1:pos:R:3:forces:R:3:lowdin_charge:R:1
C -0.2505 0.0586 -1.0544 -0.66 0.92 -0.18 -0.1030
C 0.0361 -0.5527 -2.4320 0.07 -0.46 -1.14 -0.4948
O -1.0782 -1.1279 -2.9800 -0.14 0.67 0.96 -0.2955
H 0.4419 0.8087 -0.6275 0.63 -0.70 -0.08 0.0433
H -0.5332 -0.7093 -0.3305 0.16 0.04 0.05 0.0578
H -1.1300 0.6943 -1.2315 -0.15 -0.33 0.11 0.0428
H 0.8919 -1.2794 -2.3973 -0.13 0.08 0.41 0.0763
H 0.4588 0.2433 -3.1106 -0.10 0.17 0.38 0.0662
C 2.1969 5.0723 1.4789 -0.64 -0.22 -1.11 -0.0223
C 1.2937 4.0092 2.1597 0.73 1.50 -0.78 -0.5102
C 1.0668 4.4461 3.6146 -0.39 -0.87 -0.04 -0.1290
C 0.0951 5.6071 3.7302 0.54 0.22 -0.20 -0.1742
C -1.1848 5.3307 2.9670 0.32 0.24 0.68 -0.1343
C -0.9949 4.9274 1.5188 -0.04 0.44 -0.16 -0.5086
N 0.0130 3.8799 1.4652 -0.42 -1.39 0.86 -0.0803
O 0.2235 3.4467 0.1291 0.11 0.24 0.08 -0.0314
C -2.3308 4.3791 1.0225 -0.18 -0.10 -0.79 -0.0195
C -0.6286 6.1240 0.6268 -0.10 0.44 0.42 -0.0105
C 2.0437 2.6985 2.1160 0.67 -0.73 0.87 -0.0380
H 3.2530 4.8515 1.6149 0.06 0.36 0.34 0.0833
H 1.8817 6.0823 1.7211 0.55 0.10 0.54 0.0556
H 2.0127 5.0484 0.3974 0.20 -0.34 0.06 0.0813
H 0.7098 3.5327 4.1027 -0.12 0.30 0.43 0.0939
H 2.0281 4.7177 4.0534 0.07 -0.14 -0.02 0.1247
H 0.6377 6.4788 3.3479 -0.33 0.16 -0.07 0.1012
H -0.1610 5.8548 4.7623 0.16 -0.19 0.10 0.1115
H -1.8056 6.2283 3.0206 -0.25 -0.15 -0.13 0.1290
H -1.6773 4.5202 3.5107 -0.25 0.01 -0.17 0.1074
H -2.9497 5.1981 0.6502 -0.08 0.00 0.19 0.0873
H -2.1673 3.7399 0.1558 -0.02 -0.11 0.11 0.0560
H -2.9109 3.8203 1.7555 0.24 -0.04 0.19 0.0757
H -0.2909 5.7337 -0.3213 -0.22 0.21 -0.29 0.0549
H -1.4998 6.7726 0.5250 -0.04 -0.14 -0.38 0.0895
H 0.1494 6.7873 1.0046 0.13 -0.27 0.23 0.0710
H 1.4940 1.8421 2.5206 -0.36 0.19 -0.25 0.0614
H 2.8998 2.7833 2.8009 0.01 0.11 -0.17 0.0928
H 2.4618 2.4228 1.1479 -0.24 0.17 -0.15 0.0890
H 0.1465 2.4835 0.1874 -0.16 0.10 -0.16 0.0687
C 3.9007 -4.4879 2.9345 -0.40 -0.37 -0.02 -0.0423
C 3.4567 -3.1197 2.4143 0.62 -0.13 -0.06 -0.5198
C 3.9636 -2.0965 3.4452 -0.84 0.01 -0.20 -0.1359
C 4.0353 -0.6675 2.9243 -0.36 0.09 0.36 -0.1807
C 4.8283 -0.6304 1.6313 0.80 0.38 0.85 -0.1443
C 4.3208 -1.5934 0.5680 0.05 0.14 -0.50 -0.5258
N 4.2233 -2.9033 1.1853 1.05 -0.17 0.61 -0.1086
O 4.0035 -3.9316 0.2378 -0.42 0.13 -0.16 -0.0224
C 3.0240 -1.0856 -0.0639 -0.63 0.65 0.28 -0.0197
C 5.3974 -1.6439 -0.5109 -0.16 0.20 -0.68 -0.0412
C 1.9482 -3.0317 2.2525 -0.43 -0.82 -0.04 -0.0147
H 3.5610 -4.6794 3.9559 -0.03 0.23 0.02 0.0848
H 4.9899 -4.5138 2.9152 0.02 -0.13 0.03 0.0843
H 3.5045 -5.3005 2.3226 0.10 0.07 -0.07 0.0784
H 3.2494 -2.1616 4.2729 0.20 0.09 0.16 0.1165
H 4.9423 -2.4048 3.8153 0.09 0.00 -0.08 0.1170
H 4.4869 -0.0903 3.7382 0.21 0.27 -0.35 0.1116
H 3.0453 -0.2159 2.7874 -0.07 -0.28 -0.04 0.0883
H 5.8604 -0.8914 1.9097 -0.07 -0.26 -0.24 0.1215
H 4.9305 0.3839 1.2330 -0.39 -0.04 -0.14 0.1225
H 2.4375 -0.4967 0.6515 -0.02 -0.20 0.07 0.0619
H 3.1989 -0.3738 -0.8745 0.14 -0.25 -0.15 0.0895
H 2.3682 -1.8802 -0.4169 0.19 -0.07 -0.19 0.0834
H 5.4904 -0.6301 -0.9107 0.24 -0.03 0.08 0.0857
H 6.3683 -1.9856 -0.1508 -0.04 -0.01 0.17 0.0847
H 5.0974 -2.2538 -1.3654 -0.06 -0.13 0.13 0.0778
H 1.5698 -3.7513 1.5176 0.29 0.14 -0.21 0.0879
H 1.6096 -2.0464 1.9487 -0.08 0.08 0.22 0.0576
H 1.4688 -3.3648 3.1798 -0.01 0.44 0.09 0.0840
H 4.8837 -4.3052 0.1128 -0.13 -0.02 0.02 0.1055
C -3.0053 0.7375 2.7232 0.89 -1.00 -0.39 -0.0250
C -1.7970 0.3511 3.6024 -0.51 -0.01 0.13 -0.4980
C -1.3870 1.6438 4.2842 -0.14 0.88 1.07 -0.1510
C -0.6429 1.5889 5.6282 0.39 -0.51 -0.70 -0.1762
C -1.2079 0.5100 6.5602 0.48 0.29 -0.80 -0.1304
C -1.5150 -0.8148 5.8440 0.39 -0.04 0.23 -0.5305
N -2.2710 -0.5783 4.6244 -0.77 0.91 0.52 -0.1040
O -2.7195 -1.7875 4.0478 0.38 -0.23 -0.10 -0.0091
C -0.1853 -1.5472 5.6173 -0.10 -0.85 -0.53 -0.0299
C -2.3878 -1.6211 6.7910 0.52 -1.34 0.68 -0.0522
C -0.6465 -0.1674 2.7248 -0.18 -0.28 -0.20 -0.0092
H -3.2884 -0.1456 2.1435 -0.22 0.13 -0.02 0.0786
H -2.6409 1.4794 2.0105 -0.34 0.19 0.08 0.0643
H -3.8414 1.0740 3.3292 -0.02 0.18 -0.02 0.0892
H -0.8346 2.2196 3.5389 -0.06 0.14 0.07 0.0899
H -2.2624 2.2370 4.5816 -0.33 -0.22 -0.67 0.1195
H -0.7362 2.5699 6.0986 0.15 -0.01 0.03 0.1067
H 0.4286 1.4230 5.4565 -0.05 -0.09 0.13 0.1013
H -2.0989 0.8750 7.0719 0.03 -0.02 0.11 0.1179
H -0.3932 0.2772 7.2484 -0.44 0.03 0.55 0.1168
H -0.3428 -2.3981 4.9434 -0.08 0.11 0.02 0.0806
H 0.5702 -0.9249 5.1382 0.02 0.13 0.18 0.0690
H 0.2079 -1.9837 6.5388 0.05 0.29 0.08 0.0844
H -1.8678 -1.7370 7.7522 -0.13 0.49 0.01 0.0860
H -3.3829 -1.2188 6.9710 0.03 0.24 -0.16 0.0864
H -2.4714 -2.6764 6.5018 -0.22 0.25 -0.44 0.0835
H -0.6285 -1.2541 2.6177 -0.12 -0.01 0.30 0.0793
H 0.3119 0.1675 3.1260 0.08 -0.11 -0.17 0.0585
H -0.7842 0.1846 1.7003 0.27 0.30 0.09 0.0656
H -3.6183 -1.8746 4.3820 -0.02 0.03 -0.15 0.1048
C -1.6255 -4.4096 -0.1703 -0.10 0.00 0.55 -0.0564
C -2.5587 -4.6415 -1.3598 0.13 1.49 0.08 -0.4736
C -4.0139 -4.4495 -0.9458 -0.82 -0.29 0.12 -0.0718
O -2.2252 -3.7222 -2.3985 -0.19 -0.91 0.42 -0.0569
H -1.5853 -3.3575 0.1422 -0.28 0.04 -0.37 0.0747
H -0.5935 -4.6726 -0.4029 -0.08 -0.25 0.07 0.0449
H -1.9953 -4.9329 0.7236 0.31 -0.24 -0.17 0.0766
H -2.4100 -5.6512 -1.7513 0.01 0.09 -0.15 0.1295
H -4.6497 -4.2659 -1.8155 0.22 -0.07 -0.13 0.0787
H -4.1841 -3.5945 -0.2806 0.39 0.01 -0.05 0.0646
H -4.4431 -5.3228 -0.4333 0.25 0.02 0.01 0.0694
H -2.2912 -2.8154 -2.0516 0.31 0.05 -0.50 0.0516
C 1.3706 -6.1401 -1.7838 0.19 -0.28 0.37 -0.0689
C 1.2467 -4.8947 -2.6544 -0.53 -1.00 -0.10 -0.4676
C 2.5512 -4.5172 -3.3155 0.82 -0.04 -0.22 -0.0433
O 0.3026 -5.2336 -3.6755 -0.14 0.14 -0.24 -0.0472
H 1.8399 -6.9485 -2.3644 -0.08 0.11 -0.02 0.0803
H 0.3924 -6.4942 -1.4472 -0.04 0.13 -0.18 0.0704
H 1.9710 -6.0314 -0.8842 0.24 0.33 0.09 0.0657
H 0.7540 -4.0825 -2.1180 0.33 0.18 0.02 0.1272
H 3.4259 -4.4120 -2.6635 -0.39 0.29 0.45 0.0684
H 2.4378 -3.6144 -3.9098 -0.08 -0.06 -0.01 0.0485
H 2.8740 -5.3220 -3.9889 -0.37 0.01 -0.12 0.0835
H 0.4020 -6.1719 -3.8648 0.06 0.05 -0.08 0.0733
C -4.0189 1.2369 -5.1462 -0.14 -0.25 0.91 -0.0484
C -3.0672 0.8548 -6.2407 0.80 0.43 -0.73 -0.4999
C -1.7360 1.5742 -6.0246 0.56 0.01 -0.58 -0.0665
O -2.8511 -0.5485 -6.2603 -0.52 0.01 0.05 -0.0281
H -5.0846 1.0800 -5.3144 0.07 -0.16 -0.37 0.0779
H -3.8755 2.2840 -4.8736 -0.06 0.05 -0.13 0.0573
H -3.7536 0.6427 -4.2643 -0.05 0.04 -0.01 0.0736
H -3.4173 1.1660 -7.2397 -0.30 0.05 0.17 0.1269
H -1.2380 1.2598 -5.1084 -0.27 0.00 0.17 0.0647
H -1.8465 2.6636 -6.0766 -0.12 -0.08 0.29 0.0738
H -1.0280 1.3407 -6.8343 -0.16 -0.15 0.02 0.0738
H -2.2654 -0.7365 -6.9981 0.10 -0.09 0.09 0.0799
C -3.9393 1.1066 -0.9330 -0.29 0.15 0.02 -0.0576
C -4.0802 -0.4096 -1.0851 -0.33 0.27 -0.37 -0.5177
C -5.5021 -0.8556 -0.8247 -0.45 0.04 0.55 -0.0665
O -3.7525 -0.8618 -2.3834 0.94 0.60 0.61 -0.0908
H -4.7343 1.6665 -1.4396 0.11 -0.26 -0.32 0.0800
H -2.9759 1.4051 -1.3438 -0.02 0.23 0.13 0.0493
H -4.0323 1.4083 0.1154 0.30 -0.09 0.02 0.0567
H -3.3961 -0.8560 -0.3411 -0.13 -0.16 -0.06 0.1232
H -5.5979 -1.9029 -1.1086 -0.11 -0.02 0.20 0.0596
H -6.2550 -0.2847 -1.3780 0.35 0.04 -0.37 0.0761
H -5.7916 -0.6914 0.2222 0.20 -0.32 0.01 0.0739
H -2.7467 -0.7406 -2.4730 -0.23 -0.53 -0.70 0.0527
C -0.0879 3.3373 -3.4758 0.14 -0.22 -1.46 -0.0533
C -0.9420 4.6067 -3.5267 0.38 0.13 1.59 -0.4462
C -2.2679 4.4077 -2.8033 -0.11 -0.09 -0.48 -0.0435
O -0.2173 5.6883 -2.8920 -0.11 0.03 -0.39 -0.0755
H -0.7039 2.4400 -3.4192 0.03 -0.01 -0.04 0.0575
H 0.6934 3.2410 -2.7205 -0.37 0.54 0.45 0.0770
H 0.4645 3.3188 -4.4240 0.00 -0.40 0.10 0.0790
H -1.1116 4.9518 -4.5462 0.05 -0.13 -0.04 0.1284
H -2.0969 3.9220 -1.8440 -0.01 0.12 0.07 0.0508
H -2.9222 3.7496 -3.3828 0.04 -0.01 0.04 0.0640
H -2.7758 5.3645 -2.6719 0.02 -0.02 0.11 0.0822
H 0.1296 5.3254 -2.0711 0.05 -0.05 -0.04 0.0399
C 4.1368 -1.8286 -6.1140 0.27 -0.83 -0.12 -0.0655
C 2.8127 -1.4727 -5.4540 0.11 0.75 -0.81 -0.5101
C 2.4783 -0.0014 -5.6286 0.42 0.44 0.72 -0.0589
O 1.7722 -2.2455 -6.0235 -0.03 -0.62 0.38 -0.0394
H 4.9796 -1.2150 -5.7902 -0.13 0.15 -0.04 0.0735
H 4.0432 -1.8088 -7.2056 -0.01 0.43 0.06 0.0767
H 4.4039 -2.8734 -5.9138 -0.10 0.10 0.22 0.0717
H 2.8571 -1.6860 -4.3869 -0.18 -0.17 0.01 0.1173
H 1.5542 0.2266 -5.0965 -0.21 -0.05 -0.36 0.0628
H 2.4487 0.2864 -6.6830 -0.23 -0.08 -0.02 0.0798
H 3.2356 0.6373 -5.1557 0.07 -0.14 -0.09 0.0795
H 1.5405 -1.8863 -6.8841 0.04 0.14 0.02 0.0838
```
Forces are in eV/Å.

Summary:
ΔE to the lowest compared entry with this formula, charge and spin = 0.000 eV
Lowest unoccupied orbital energy = 2.09 eV
Charge = -1
HOMO level = -0.135 Eh

---

2.
A cluster of 2 separate species, CH2N5 in total, computed with ωB97M-V/def2-TZVPD.

Structure (XYZ):
```
8
Properties=species:S:1:pos:R:3:forces:R:3:nbo_charge:R:1
C -0.8252 1.5981 0.3472 0.18 1.22 0.16 0.2877
N -1.0871 2.7094 0.2745 -0.68 0.85 0.09 -0.1205
N 0.6510 -0.0120 0.8706 1.60 1.05 2.59 -0.2072
N 0.1511 -1.9410 -1.1899 0.73 0.71 0.31 -0.0916
N -0.2401 0.4240 0.1873 -0.84 -1.43 -1.37 -0.1590
N -0.6141 -1.1672 -1.3794 0.24 -1.10 -0.21 0.3954
H 0.8924 0.6918 1.6844 -0.15 -1.53 -1.30 0.3592
H 1.0721 -2.3031 -0.7946 -1.09 0.24 -0.26 0.5361
```
Forces are in eV/Å.

Summary:
ΔE to the lowest compared entry with this formula, charge and spin = 0.966 eV
Lowest unoccupied orbital energy = -6.68 eV
Charge = +1
HOMO level = -0.577 Eh

---

3.
A structure of composition C27H26BeBrN6O4, computed with ωB97M-V/def2-TZVPD.

Structure (XYZ):
```
65
Properties=species:S:1:pos:R:3:forces:R:3:nbo_charge:R:1
Be -0.3279 -0.6977 -1.0339 0.00 -0.08 0.04 1.6835
O -0.0070 1.8497 0.5480 0.00 0.02 0.00 -0.7234
C 1.0449 1.3204 1.3542 0.02 0.04 -0.03 0.0630
C 1.7018 0.1734 0.5530 -0.01 0.01 -0.02 0.8188
O 2.7349 -0.3310 0.9382 -0.01 0.00 0.03 -0.6295
O 1.0987 -0.2264 -0.5329 0.02 0.01 -0.10 -0.9945
C 0.4808 0.7308 2.6520 -0.02 0.00 0.01 -0.0606
C -0.8675 0.8660 2.9578 0.00 -0.04 -0.01 -0.2282
C -1.3730 0.3653 4.1530 0.00 -0.01 -0.02 -0.2036
C -0.5379 -0.2898 5.0433 0.01 -0.01 0.00 -0.2303
C 0.8123 -0.4332 4.7373 -0.01 0.00 0.02 -0.2302
C 1.3215 0.0811 3.5558 0.01 0.02 -0.02 -0.1646
C 2.0530 2.4324 1.6268 -0.03 0.00 0.07 0.0274
C 3.0730 2.7182 0.7244 0.00 0.00 -0.02 -0.2093
C 3.9011 3.8110 0.9240 -0.01 0.00 0.00 -0.2081
C 3.7170 4.6347 2.0263 0.00 0.00 -0.01 -0.1870
C 2.7010 4.3594 2.9274 0.00 0.01 0.01 -0.2074
C 1.8739 3.2623 2.7294 0.01 -0.01 0.00 -0.2314
H -0.1317 2.7699 0.8082 0.01 0.00 0.01 0.4894
H -1.5293 1.3557 2.2570 0.01 0.02 0.00 0.2303
H -2.4230 0.4934 4.3844 0.00 0.00 0.00 0.2193
H -0.9272 -0.6706 5.9790 0.00 0.00 0.00 0.2228
H 1.4763 -0.9270 5.4352 0.00 0.00 0.00 0.2238
H 2.3751 -0.0130 3.3289 0.00 -0.01 -0.01 0.2395
H 3.2382 2.0790 -0.1337 -0.01 -0.02 -0.01 0.2119
H 4.6971 4.0170 0.2205 0.00 0.00 0.00 0.2201
H 4.3678 5.4844 2.1838 0.00 0.00 0.00 0.2211
H 2.5548 4.9928 3.7923 0.00 0.00 0.00 0.2220
H 1.0930 3.0443 3.4481 0.01 0.02 0.00 0.2226
C -2.5413 -3.9002 -4.2014 0.01 -0.01 -0.01 -0.3974
N -1.2467 -3.4594 -3.6855 0.00 0.00 0.00 -0.4000
C -0.0829 -4.0229 -4.0831 0.00 -0.01 -0.02 0.1303
C 1.1034 -3.6274 -3.5831 0.00 0.01 0.00 -0.3802
C 1.0992 -2.5809 -2.6124 0.01 0.04 0.01 0.4957
N -0.0524 -2.0026 -2.2320 -0.05 0.01 -0.05 -0.7800
C -1.2552 -2.4426 -2.7378 -0.02 -0.01 0.05 0.7843
O -2.3153 -1.9660 -2.3685 0.00 0.00 -0.02 -0.6548
N 2.2408 -2.1708 -2.0769 0.01 0.00 0.03 -0.7406
H -2.3699 -4.6862 -4.9315 -0.01 0.00 0.00 0.2126
H -3.0584 -3.0661 -4.6695 0.00 0.00 0.00 0.2289
H -3.1572 -4.2767 -3.3882 0.00 0.00 0.00 0.2278
H -0.1636 -4.8080 -4.8223 0.00 0.00 0.00 0.2296
H 2.0270 -4.0824 -3.9029 0.00 -0.01 0.00 0.2434
H 3.1033 -2.6133 -2.3389 0.00 0.00 0.00 0.4092
H 2.2277 -1.4470 -1.3603 -0.01 0.00 -0.01 0.4527
Br -4.7852 2.3264 -2.4627 0.00 0.00 0.00 0.1159
C -2.9254 2.0515 -2.4787 0.00 0.00 0.00 -0.1290
C -2.0693 2.9740 -3.0537 -0.01 -0.01 0.00 -0.1568
C -0.7111 2.7049 -3.0286 0.03 0.00 0.00 -0.2401
C -0.2638 1.5489 -2.4215 -0.05 -0.03 0.01 0.0862
N -1.0995 0.6560 -1.8737 0.09 0.11 -0.01 -0.6144
C -2.4104 0.9017 -1.9106 0.00 -0.07 0.01 0.0510
H -2.4568 3.8754 -3.5084 0.00 0.00 0.00 0.2462
H 0.0009 3.3903 -3.4651 -0.01 0.01 0.00 0.2420
H 0.7897 1.3227 -2.3485 0.01 -0.01 0.02 0.2282
H -3.0633 0.1502 -1.4982 0.01 0.02 0.00 0.2313
N -1.2413 -2.4194 2.2568 -0.02 0.02 0.01 -0.4889
C -2.5401 -2.1770 1.8793 -0.01 -0.02 -0.01 -0.0724
C -2.4648 -1.5641 0.6721 0.00 0.02 0.02 -0.0641
N -1.1388 -1.4099 0.3241 -0.03 -0.02 -0.02 -0.6916
C -0.4321 -1.9402 1.3080 0.02 0.04 0.00 0.2284
H -0.9351 -2.7943 3.1395 0.01 0.00 0.00 0.4437
H -3.3810 -2.4642 2.4834 0.00 0.00 0.00 0.2399
H -3.2659 -1.2509 0.0301 0.00 -0.02 0.00 0.2328
H 0.6432 -1.9819 1.3628 0.00 -0.01 0.01 0.2425
```
Forces are in eV/Å.

Summary:
Lowest unoccupied orbital energy = -2.33 eV
Charge = +1
HOMO level = -0.413 Eh

---

4.
An isolated molecule of C5H3NO, computed with ωB97M-V/def2-TZVPD.

Structure (XYZ):
```
10
Properties=species:S:1:pos:R:3:forces:R:3:nbo_charge:R:1
C 2.4578 -1.0793 -1.6325 2.90 -1.41 -0.83 -0.1228
C 0.1248 -0.1106 -1.0889 0.03 0.75 -0.92 0.6032
C 1.3439 -0.8916 -1.2910 -2.27 1.34 0.31 -0.1290
C -1.0010 0.3398 1.0450 -0.76 -1.13 1.46 0.5485
C -1.8105 0.6781 2.0503 1.63 0.44 -2.45 -0.6626
N -0.4358 -0.1841 0.1339 -0.16 -0.24 0.16 -0.4790
O -0.3596 0.6134 -1.9399 0.55 -0.70 0.26 -0.5137
H 3.4407 -1.4196 -1.9475 -0.70 0.40 0.29 0.2454
H -1.5109 0.4870 3.0474 -0.13 0.11 0.81 0.2531
H -2.2493 1.5669 1.6232 -1.09 0.44 0.90 0.2570
```
Forces are in eV/Å.

Summary:
ΔE to the lowest compared entry with this formula, charge and spin = 3.333 eV
Lowest unoccupied orbital energy = 0.02 eV
HOMO level = -0.338 Eh
SMILES = C#CC(=O)N=C=C

---

> Which of these has the lowest HOMO level?

CH2N5

---

> What is the formula in the third record?

C27H26BeBrN6O4

---

> Which value of lowest unoccupied orbital energy does entry 2 give?

-6.68 eV

---

> Look up the HOMO level of the second one.

-0.577 Eh